This record from OMol25 describes a structure of composition C25H27Cl2N2O2Tb at a distorted geometry. The level of theory is ωB97M-V/def2-TZVPD.

Last column: Mulliken charge in e.
CARTESIAN COORDINATES (ANGSTROEM)
Tb (2.11420, -1.19278, -1.12713)  1.18
Cl (6.78201, -0.45451, 0.09408)  -0.16
Cl (8.59375, -3.93111, -3.57097)  -0.15
O (2.50832, -2.60925, -2.64594)  -0.59
O (4.11690, -1.17901, -0.93958)  -0.57
N (0.62729, 0.65645, -1.27566)  -0.19
N (0.46345, -1.38133, 0.57327)  -0.19
C (-0.58140, -2.49376, 2.41505)  -0.69
C (-0.15702, 2.68645, -2.26838)  -0.70
C (-0.40256, 0.69067, -0.39467)  -0.46
C (-2.25186, 3.87009, -1.39045)  1.96
C (7.48583, -2.22955, -1.79670)  -0.38
C (-1.96180, 4.89131, -2.48940)  -2.14
C (-1.31920, 1.71678, -0.43519)  0.02
C (5.13124, -1.81156, -1.54528)  0.59
C (-2.62266, -2.79682, 4.39135)  -2.13
C (-3.63881, 3.25345, -1.62928)  -1.52
C (7.25885, -3.14725, -2.82615)  0.02
C (-2.22417, 4.57757, -0.02659)  -1.52
C (6.44346, -1.57088, -1.16441)  0.16
C (-0.49353, -0.42178, 0.61149)  -0.46
C (5.97599, -3.40611, -3.22393)  -0.99
C (0.40404, -2.38170, 1.46086)  -0.42
C (-2.66364, -0.30036, 4.34512)  -1.52
C (-1.57820, -1.52599, 2.47575)  0.31
C (-4.04621, -1.62102, 2.71154)  -1.51
C (-1.50115, -0.48048, 1.54762)  0.03
C (3.61365, -3.07826, -3.06857)  0.04
C (-2.71828, -1.57141, 3.48361)  1.91
C (-1.22172, 2.74917, -1.37598)  0.31
C (0.73009, 1.63793, -2.18031)  -0.41
C (4.89777, -2.74266, -2.58901)  0.81
H (8.50155, -2.02498, -1.48170)  0.47
H (-4.10791, -2.50702, 2.07676)  0.39
H (-3.92118, 2.55403, -0.83971)  0.32
H (-4.38634, 4.04722, -1.64424)  0.45
H (-0.99471, 5.38086, -2.35401)  0.44
H (-0.55865, -3.33210, 3.09471)  0.58
H (-2.25729, 0.28826, 1.57377)  0.42
H (-1.24467, 5.01288, 0.17984)  0.39
H (-4.19381, -0.73823, 2.08611)  0.32
H (-3.47725, -0.32419, 5.07075)  0.45
H (-2.78348, 0.60697, 3.74958)  0.32
H (-2.48137, 3.90355, 0.79299)  0.32
H (-3.68545, 2.72997, -2.58608)  0.39
H (-1.70669, -2.80074, 4.98644)  0.45
H (-1.72404, -0.22928, 4.89605)  0.39
H (-1.99331, 4.44581, -3.48631)  0.44
H (-2.95691, 5.38514, -0.02687)  0.45
H (-0.00322, 3.43983, -3.02602)  0.58
H (3.54969, -3.80745, -3.87700)  0.41
H (-3.45990, -2.78756, 5.08881)  0.42
H (-2.13443, 1.73850, 0.27070)  0.41
H (5.77843, -4.11391, -4.01958)  0.44
H (-2.72379, 5.66976, -2.46010)  0.42
H (-2.68043, -3.73207, 3.82976)  0.45
H (-4.87274, -1.65904, 3.42181)  0.45
H (1.18631, -3.13111, 1.40555)  0.41
H (1.56700, 1.58262, -2.86819)  0.41

Cartesian forces (eV/Å) of the 6 atoms listed first:
-1.22 0.66 0.62
-0.06 0.00 -0.01
-0.04 0.02 0.01
0.47 -0.71 -0.71
1.19 -0.27 -0.22
0.02 -0.13 0.11

The calculation puts the electronic energy at -80907.6357 eV. Its total charge is +2. The HOMO-LUMO gap (alpha / beta) is 7.070 / 7.174 eV. The lowest unoccupied orbital energy (alpha / beta) comes out at -7.17 / -7.08 eV. As for the expectation value of S²: 12.739. The spin multiplicity is 7. The value obtained for the highest occupied orbital energy (alpha / beta) is -14.24 / -14.25 eV.